Formula: CH2FeLiO3
Source: the Open Molecules 2025 dataset
Level of theory: ωB97M-V/def2-TZVPD

Properties
lowest unoccupied orbital energy (spin up / spin down) = -4.716 / -4.677 eV
2S+1 = 5
total charge = +1
HOMO-LUMO gap (spin up / spin down) = 8.24 / 9.13 eV
HOMO level (spin up / spin down) = -13.0 / -13.8 eV

Last column: Löwdin charge in e.
Element x y z (Å)
O (1.243, 0.069, 0.234)  -0.074
C (-0.190, -0.336, 0.363)  -0.682
O (-0.584, -1.296, 1.008)  0.050
O (-0.704, 0.029, -0.761)  -0.245
H (1.903, -0.541, 0.584)  0.134
Li (-2.085, -1.609, -0.461)  0.877
Fe (0.572, 1.450, -1.198)  0.928
H (-0.153, 2.234, 0.231)  0.012

---

Formula: C2H13NO4
Source: the Open Molecules 2025 dataset
Level of theory: ωB97M-V/def2-TZVPD

Properties
lowest unoccupied orbital energy (spin up / spin down) = -5.580 / -9.124 eV
2S+1 = 2
total charge = +1
HOMO-LUMO gap (spin up / spin down) = 9.36 / 5.79 eV
relative energy (zero: lowest compared OMol25 entry of this formula, charge and spin) = 44.70 kcal per mole
HOMO level (spin up / spin down) = -14.9 / -14.9 eV

Last column: Löwdin charge in e.
Element x y z (Å)
C (0.277, 1.352, 1.994)  0.007
C (-1.311, 0.160, 0.619)  0.181
N (-0.120, 0.243, 1.119)  0.132
H (0.176, 0.951, 3.010)  0.124
H (-0.376, 2.185, 2.001)  0.101
H (1.273, 1.649, 1.796)  0.104
H (-1.491, -0.542, -0.284)  0.138
H (-2.074, 0.735, 1.054)  0.128
H (-2.061, -0.336, -2.455)  0.046
H (-0.554, -0.287, -2.448)  0.045
O (-1.356, 0.308, -2.432)  -0.069
H (0.681, -2.115, -2.230)  0.088
H (0.869, -2.285, -0.737)  0.015
O (0.296, -1.850, -1.366)  -0.063
H (1.009, 2.619, -1.842)  0.101
H (0.032, 1.501, -1.229)  -0.040
O (0.937, 1.745, -1.348)  -0.067
H (1.687, -2.450, 2.074)  0.034
H (0.860, -1.343, 1.419)  0.009
O (1.245, -2.238, 1.285)  -0.015

---

Formula: C28H23F6InN4O2PS
Source: the Open Molecules 2025 dataset
Level of theory: ωB97M-V/def2-TZVPD

Properties
lowest unoccupied orbital energy (spin up / spin down) = -6.667 / -7.432 eV
2S+1 = 2
total charge = +2
HOMO-LUMO gap (spin up / spin down) = 6.26 / 6.55 eV
HOMO level (spin up / spin down) = -12.9 / -14.0 eV

Last column: Löwdin charge in e.
Element x y z (Å)
In (1.402, -0.761, 0.133)  0.990
C (-2.095, 7.829, -4.369)  -0.016
O (-3.422, 7.442, -3.996)  -0.009
C (-3.699, 6.187, -3.744)  -0.245
C (-5.030, 5.907, -3.357)  0.042
C (-5.421, 4.634, -3.074)  0.030
C (-4.474, 3.583, -3.112)  -0.248
C (-3.154, 3.855, -3.565)  0.020
C (-2.772, 5.127, -3.875)  0.023
N (-4.881, 2.325, -2.817)  0.154
N (-4.220, 1.339, -2.516)  0.138
C (-3.132, 1.224, -1.717)  -0.206
C (-2.880, 2.116, -0.657)  0.038
C (-1.781, 1.977, 0.158)  0.045
C (-0.851, 0.945, -0.045)  -0.298
O (0.206, 0.831, 0.690)  -0.060
C (-1.127, -0.009, -1.098)  -0.124
N (-0.234, -1.011, -1.289)  0.037
C (-0.434, -1.937, -2.211)  -0.051
C (-1.590, -1.939, -2.996)  0.010
C (-2.507, -0.929, -2.840)  0.057
C (-2.280, 0.088, -1.895)  -0.064
H (-2.107, 8.912, -4.417)  0.107
H (-1.836, 7.423, -5.347)  0.108
H (-1.369, 7.506, -3.623)  0.104
H (-5.725, 6.734, -3.307)  0.139
H (-6.441, 4.418, -2.786)  0.134
H (-2.464, 3.034, -3.708)  0.126
H (-1.772, 5.304, -4.244)  0.120
H (-3.584, 2.917, -0.471)  0.135
H (-1.601, 2.667, 0.971)  0.139
H (0.341, -2.683, -2.337)  0.135
H (-1.745, -2.729, -3.716)  0.129
H (-3.411, -0.904, -3.436)  0.134
N (1.435, -2.041, 1.729)  -0.355
S (2.743, -2.262, 2.715)  1.153
C (3.260, -3.963, 2.451)  -0.393
C (3.855, -4.657, 3.496)  -0.070
C (4.274, -5.960, 3.281)  -0.038
C (4.109, -6.550, 2.035)  -0.040
C (3.546, -5.832, 0.990)  -0.048
C (3.124, -4.527, 1.190)  -0.080
C (1.999, -2.349, 4.337)  -0.412
C (2.263, -1.309, 5.216)  -0.067
C (1.616, -1.291, 6.444)  -0.044
C (0.722, -2.300, 6.771)  -0.036
C (0.476, -3.341, 5.882)  -0.043
C (1.116, -3.374, 4.656)  -0.077
H (0.787, -2.821, 1.737)  0.046
H (3.984, -4.193, 4.466)  0.123
H (4.730, -6.511, 4.092)  0.123
H (4.428, -7.571, 1.877)  0.121
H (3.444, -6.282, 0.012)  0.119
H (2.711, -3.959, 0.367)  0.095
H (2.960, -0.526, 4.945)  0.118
H (1.817, -0.491, 7.143)  0.121
H (0.217, -2.280, 7.727)  0.121
H (-0.208, -4.135, 6.148)  0.120
H (0.937, -4.194, 3.971)  0.122
F (2.245, 0.885, -1.442)  -0.161
P (3.783, 0.245, -1.372)  0.253
F (4.379, 1.644, -1.066)  -0.037
F (3.414, 0.054, 0.331)  -0.205
F (3.905, 0.295, -2.919)  -0.042
F (5.091, -0.560, -1.119)  -0.049
F (2.930, -1.264, -1.477)  -0.207

---

Formula: C2H12NO3
Source: the Open Molecules 2025 dataset
Level of theory: ωB97M-V/def2-TZVPD

Properties
lowest unoccupied orbital energy = -2.882 eV
2S+1 = 1
total charge = +1
HOMO-LUMO gap = 11.95 eV
relative energy (zero: lowest compared OMol25 entry of this formula, charge and spin) = 4.17 kcal per mole
HOMO level = -14.8 eV

Last column: Löwdin charge in e.
Element x y z (Å)
C (1.162, -1.253, -1.411)  -0.222
O (1.033, 0.125, -1.693)  -0.065
C (0.496, -1.447, -0.039)  -0.110
N (-0.691, -0.553, 0.037)  0.163
H (2.175, -1.646, -1.372)  0.130
H (0.619, -1.837, -2.159)  0.127
H (1.433, 0.399, -2.530)  0.119
H (0.214, -2.503, 0.057)  0.141
H (1.183, -1.166, 0.753)  0.136
H (-1.116, -0.434, -0.897)  0.176
H (-0.374, 0.399, 0.284)  0.105
H (-1.416, -0.754, 0.729)  0.136
H (-1.757, 1.002, 2.884)  0.068
H (-1.149, -0.263, 3.495)  0.063
O (-1.439, 0.116, 2.659)  -0.042
H (0.649, 2.749, -0.422)  0.057
H (-0.794, 3.144, -0.055)  0.061
O (-0.170, 2.411, -0.048)  -0.043

---

Formula: C15H39BNO3Rb3
Source: the Open Molecules 2025 dataset
Level of theory: ωB97M-V/def2-TZVPD

Properties
lowest unoccupied orbital energy = -6.590 eV
2S+1 = 1
total charge = +2
HOMO-LUMO gap = 5.09 eV
relative energy (zero: lowest compared OMol25 entry of this formula, charge and spin) = 28.00 kcal per mole
HOMO level = -11.7 eV

Last column: Löwdin charge in e.
Element x y z (Å)
Rb (2.220, -3.698, -0.365)  0.913
Rb (-3.386, -3.049, -2.137)  0.909
Rb (-0.444, -6.038, -6.303)  0.934
B (0.327, -1.889, -3.993)  -0.413
H (0.055, -0.997, -4.535)  -0.076
H (-0.374, -2.611, -4.382)  -0.126
H (1.312, -2.258, -4.237)  -0.087
H (0.218, -1.680, -2.941)  -0.107
C (-0.055, -1.171, 7.116)  -0.034
C (-1.426, -1.485, 6.610)  -0.505
C (-2.562, -0.738, 7.387)  -0.145
C (-2.758, 0.695, 7.017)  -0.176
C (-2.803, 0.788, 5.470)  -0.133
C (-1.669, 0.122, 4.683)  -0.486
N (-1.511, -1.288, 5.144)  -0.120
O (-0.530, -2.027, 4.474)  -0.025
C (-2.021, 0.122, 3.153)  -0.044
C (-0.477, 1.116, 4.787)  -0.034
C (-1.743, -2.976, 6.863)  -0.042
H (0.659, -1.114, 6.295)  0.079
H (0.381, -1.863, 7.835)  0.092
H (0.036, -0.185, 7.573)  0.083
H (-3.499, -1.268, 7.213)  0.120
H (-2.285, -0.820, 8.438)  0.129
H (-2.023, 1.386, 7.429)  0.110
H (-3.716, 0.964, 7.463)  0.115
H (-2.798, 1.794, 5.051)  0.120
H (-3.742, 0.270, 5.276)  0.118
H (-2.337, 1.149, 2.971)  0.076
H (-1.136, -0.069, 2.546)  0.075
H (-2.952, -0.371, 2.875)  0.076
H (-0.460, 1.897, 4.028)  0.091
H (-0.090, 1.285, 5.792)  0.078
H (0.374, 0.500, 4.498)  0.068
H (-2.006, -3.091, 7.915)  0.086
H (-0.874, -3.563, 6.566)  0.080
H (-2.685, -3.259, 6.392)  0.082
H (-1.147, -2.397, 3.838)  0.094
C (3.724, -0.607, -9.873)  -0.048
C (2.759, -0.271, -8.750)  -0.509
C (1.616, 0.729, -8.970)  -0.041
O (2.136, -1.411, -8.227)  -0.080
H (4.472, 0.158, -10.081)  0.086
H (3.185, -0.865, -10.784)  0.079
H (4.272, -1.516, -9.625)  0.077
H (3.446, -0.060, -7.931)  0.129
H (1.969, 1.548, -9.597)  0.073
H (1.363, 1.197, -8.019)  0.079
H (0.903, 0.316, -9.684)  0.087
H (1.777, -1.274, -7.347)  0.081
C (2.403, 3.247, -3.703)  -0.041
C (1.583, 3.238, -2.470)  -0.575
C (0.298, 4.022, -2.539)  -0.064
O (1.307, 1.993, -1.970)  -0.034
H (3.419, 2.985, -3.406)  0.089
H (2.304, 4.189, -4.242)  0.091
H (2.059, 2.511, -4.430)  0.080
H (2.049, 3.767, -1.639)  0.138
H (-0.234, 3.581, -3.382)  0.076
H (0.447, 5.084, -2.732)  0.085
H (-0.438, 3.901, -1.745)  0.079
H (1.110, 1.353, -2.658)  0.086

---

Formula: C3H6O2
Source: the Open Molecules 2025 dataset
Level of theory: ωB97M-V/def2-TZVPD

Properties
lowest unoccupied orbital energy = 0.458 eV
2S+1 = 1
HOMO-LUMO gap = 9.97 eV
relative energy (zero: lowest compared OMol25 entry of this formula, charge and spin) = 90.35 kcal per mole
HOMO level = -9.5 eV

Last column: Löwdin charge in e.
Element x y z (Å)
C (-0.005, -0.214, -0.196)  -0.381
C (0.539, 1.170, 0.016)  -0.011
C (-0.656, -0.845, 0.922)  -0.386
O (0.733, -1.046, -1.029)  -0.001
O (-1.184, -0.384, 1.919)  0.009
H (0.929, -0.569, -1.844)  0.110
H (-1.105, -1.832, 0.401)  0.151
H (-1.322, -0.825, -0.421)  0.238
H (-0.016, 1.673, 0.804)  0.085
H (1.584, 1.116, 0.336)  0.101
H (0.504, 1.756, -0.907)  0.086

---

Sequential F_max output: 5.090 5.178 0.780 1.075 5.132 3.064 eV Å⁻¹